(1)
{
  "formula": "C5H7NO2S2",
  "method": "wB97M-V/def2-TZVPD",
  "s_squared": 2.0089,
  "total_charge": 0,
  "e_homo_ha": [-0.2665, -0.3597],
  "de_lowest_kj_mol": 120.8,
  "spin_multiplicity": 3,
  "elements": ["C", "C", "C", "C", "C", "N", "O", "O", "S", "S", "H", "H", "H", "H", "H", "H", "H"],
  "coordinates": [[-1.4141, -0.4477, -0.3100], [2.1034, 0.5961, 0.4237], [0.0919, -0.5951, 0.2751], [-2.3175, -0.0102, 0.7780], [0.0415, -0.3966, 1.7727], [0.8911, 0.5171, -0.2831], [1.0658, 1.6897, 2.6914], [2.3971, -0.3530, 3.1269], [-1.4292, 0.3455, 2.1916], [1.5629, 0.4064, 2.2299], [-1.5226, 0.1955, -1.1483], [-1.8500, -1.4552, -0.8004], [2.6920, -0.1370, 0.0103], [2.6007, 1.4919, 0.2270], [0.7139, -1.3923, 0.0066], [-3.1427, 0.6643, 0.6805], [0.2843, 1.3458, -0.1184]]
}

***

(2)
{
  "formula": "C5H7NO3S",
  "method": "wB97M-V/def2-TZVPD",
  "total_charge": 0,
  "smiles": "O=S1(=O)C=NCC1.C=C=O",
  "e_homo_ha": -0.3383,
  "de_lowest_kj_mol": 258.3,
  "elements": ["C", "C", "C", "C", "C", "N", "O", "O", "O", "S", "H", "H", "H", "H", "H", "H", "H"],
  "coordinates": [[-1.9798, -0.5377, 0.8714], [-1.9189, -1.4289, -0.1160], [0.5449, 1.6504, -0.4780], [1.3095, 1.0192, 0.6274], [0.2783, -0.4391, -1.1802], [0.1279, 0.7386, -1.5784], [-2.1401, 0.2761, 1.6869], [2.4041, -1.3755, 0.1484], [0.2630, -1.4275, 1.4030], [1.1097, -0.7879, 0.3797], [-1.3023, -2.2485, -0.2245], [-2.5051, -1.1904, -0.9926], [-0.4225, 2.0605, -0.1535], [0.9686, 2.4453, -1.0419], [2.2877, 1.4832, 0.7777], [0.9018, 1.1468, 1.5847], [0.0732, -1.3848, -1.7142]]
}

***

(3)
{
  "formula": "C5H7NO3S",
  "method": "wB97M-V/def2-TZVPD",
  "total_charge": 0,
  "e_homo_ha": -0.3227,
  "de_lowest_kj_mol": 178.1,
  "elements": ["C", "C", "C", "C", "C", "N", "O", "O", "O", "S", "H", "H", "H", "H", "H", "H", "H"],
  "coordinates": [[0.7476, -1.4807, -0.6018], [0.8171, -1.0633, 0.7525], [-0.5503, -1.5699, -0.9332], [-0.4531, -0.8198, 1.1863], [0.9403, 2.0428, -0.4576], [-1.3412, -1.1471, 0.1535], [-3.2746, -0.0650, 1.3469], [-2.6953, 0.5000, -1.0466], [-0.2319, 2.1077, -0.3532], [-3.0085, -0.6964, 0.0541], [1.6008, -1.8081, -1.1706], [1.7140, -0.9430, 1.4464], [-0.9625, -1.9367, -1.8025], [-0.7971, -0.9040, 2.1819], [1.3594, 1.7416, -1.3969], [1.5372, 2.3905, 0.4983], [-2.6653, 1.2791, -0.4722]]
}

***

(4)
{
  "formula": "C5H7NOS",
  "method": "wB97M-V/def2-TZVPD",
  "total_charge": 0,
  "smiles": "CN1C(=S)C=C[C@@H]1O",
  "e_homo_ha": -0.3103,
  "de_lowest_kj_mol": 147.0,
  "elements": ["C", "C", "C", "C", "C", "N", "O", "S", "H", "H", "H", "H", "H", "H", "H"],
  "coordinates": [[1.3110, -1.3579, -0.1854], [0.8664, -1.1888, 1.0655], [0.6935, -0.4772, -1.0911], [0.0300, 0.0053, 1.0715], [-0.9918, 1.3027, -0.8876], [-0.2069, 0.2843, -0.3327], [-1.1533, 0.1317, 1.7958], [0.7807, -0.3224, -2.6974], [2.2126, -1.8990, -0.4280], [1.3025, -1.6210, 1.9752], [0.6984, 0.6617, 1.5349], [-0.4558, 2.2724, -0.9030], [-1.1874, 1.0862, -1.9378], [-1.9355, 1.3377, -0.3576], [-1.9642, -0.2155, 1.3775]]
}

***

(5)
{
  "formula": "C5H7NOS",
  "method": "wB97M-V/def2-TZVPD",
  "total_charge": 0,
  "smiles": "C/C=C(\\C=O)NC=S",
  "e_homo_ha": -0.3130,
  "de_lowest_kj_mol": 112.1,
  "elements": ["C", "C", "C", "C", "C", "H", "H", "H", "H", "H", "H", "H", "N", "O", "S"],
  "coordinates": [[-0.9945, 2.0250, -0.0125], [0.0513, 0.9491, -0.0095], [-0.1537, -0.3714, 0.0069], [2.1756, -1.3302, -0.0037], [-1.4910, -1.0048, -0.0009], [-0.8480, 2.6692, -0.8713], [-0.8401, 2.6652, 0.9093], [-2.0339, 1.6426, -0.0052], [1.0942, 1.3176, 0.0137], [0.4047, -2.3017, 0.0032], [2.6134, -2.3272, 0.0013], [-2.3475, -0.3265, -0.0145], [0.8279, -1.3777, -0.0024], [-1.6508, -2.1959, -0.0083], [3.1925, -0.0332, -0.0061]]
}

***

(6)
{
  "formula": "C5H7NS2",
  "method": "wB97M-V/def2-TZVPD",
  "total_charge": 0,
  "smiles": "C=CC1=NSCSC1",
  "e_homo_ha": -0.3062,
  "de_lowest_kj_mol": 157.9,
  "elements": ["C", "C", "C", "C", "C", "H", "H", "H", "H", "H", "H", "H", "N", "S", "S"],
  "coordinates": [[1.9394, -1.8784, 0.7136], [1.5603, -0.6398, 0.7555], [0.1962, -0.1499, 0.4835], [-1.9143, 0.6215, -1.5317], [-0.1159, 1.3706, 0.5134], [2.9709, -2.0741, 0.9401], [1.2408, -2.7249, 0.5308], [2.2761, 0.2643, 0.9412], [-1.4955, 0.0237, -2.3694], [-2.8257, 1.0239, -1.9653], [0.8224, 1.8991, 0.7016], [-0.8737, 1.6553, 1.2364], [-0.7322, -0.9890, 0.2878], [-2.2754, -0.4148, -0.0586], [-0.7735, 2.0126, -1.1789]]
}

***

(7)
{
  "formula": "C5H7O3Tb",
  "method": "wB97M-V/def2-TZVPD",
  "s_squared": 15.7657,
  "total_charge": 3,
  "e_homo_ha": [-0.7558, -0.7477],
  "de_lowest_kj_mol": 35.0,
  "spin_multiplicity": 8,
  "elements": ["O", "C", "O", "Tb", "O", "C", "H", "H", "C", "H", "C", "C", "H", "H", "H", "H"],
  "coordinates": [[0.4366, -0.6194, 1.1374], [-0.2495, -1.7925, 1.3702], [-1.4832, -1.8506, 1.2023], [-1.4749, -4.3044, 1.9469], [0.4421, -2.7707, 1.7047], [-0.2102, 0.4591, 0.7549], [-1.3015, 0.4189, 0.7157], [0.1895, 2.5520, 0.8659], [0.5700, 1.6417, 0.3934], [1.6520, 1.4944, 0.4443], [-0.0231, 1.3842, -0.9650], [0.5365, 0.4120, -1.9070], [-0.7040, 2.1593, -1.3246], [1.4988, 0.0434, -1.5164], [-0.5725, -0.0348, -1.9044], [0.6935, 0.8074, -2.9184]]
}

***

(8)
{
  "formula": "C5H7O4P",
  "method": "wB97M-V/def2-TZVPD",
  "total_charge": -2,
  "e_homo_ha": -0.0178,
  "de_lowest_kj_mol": 270.0,
  "elements": ["C", "C", "C", "C", "C", "O", "O", "O", "O", "P", "H", "H", "H", "H", "H", "H", "H"],
  "coordinates": [[-2.3086, -0.3352, 1.5297], [1.7531, -1.6259, 1.4678], [0.3028, 1.1223, -1.1019], [-1.4540, -1.4669, 0.9379], [0.6970, -0.6581, 0.8693], [-2.8867, 0.4511, 0.7604], [2.6650, -1.7448, 0.5839], [-2.4424, -0.4172, 2.7383], [1.6013, -2.2310, 2.5357], [1.0922, -0.4293, -0.7502], [0.7762, 1.4639, -2.0582], [0.4691, 2.0085, -0.5249], [-0.7027, 1.2056, -1.4220], [-1.2232, -2.2186, 1.5720], [-1.6594, -1.7433, -0.0587], [0.2442, 0.1918, 1.4227], [2.4047, 0.1497, -0.6976]]
}

***

(9)
{
  "formula": "C5H7O4S",
  "method": "wB97M-V/def2-TZVPD",
  "total_charge": -1,
  "smiles": "CC1=[S@](=O)([O-])OC(=O)[C@H]1C",
  "e_homo_ha": -0.1399,
  "de_lowest_kj_mol": 127.5,
  "elements": ["C", "C", "C", "C", "C", "O", "O", "O", "O", "S", "H", "H", "H", "H", "H", "H", "H"],
  "coordinates": [[0.6049, -0.7902, 0.0191], [0.6853, 1.6428, 0.5543], [0.5429, -1.1659, 1.4595], [-0.2231, 0.8590, -1.7382], [-0.1101, 0.5340, -0.2454], [0.1289, 2.6483, 0.9421], [2.0020, 1.5328, 0.6106], [2.6540, 0.1948, -1.5166], [3.3525, -0.7938, 0.6283], [2.2758, -0.1258, -0.1306], [1.4125, -1.8280, 1.6155], [-0.4267, -1.6205, 1.6431], [0.6696, -0.2571, 1.9657], [0.7101, 0.5564, -2.1223], [-0.8164, 1.7880, -1.9856], [-0.8958, 0.1389, -2.0681], [-1.1770, 0.4634, 0.1374]]
}

***

(10)
{
  "formula": "C5H7O4Tl",
  "method": "wB97M-V/def2-TZVPD",
  "total_charge": 0,
  "e_homo_ha": -0.3076,
  "de_lowest_kj_mol": 49.5,
  "elements": ["O", "C", "O", "O", "Tl", "C", "O", "H", "H", "C", "C", "C", "H", "H", "H", "H", "H"],
  "coordinates": [[0.9743, -1.2707, 0.1005], [0.3321, -1.5119, 1.2585], [-0.6424, -0.7488, 1.4691], [1.1556, -1.9728, 2.1188], [-1.1234, 0.0770, -0.6456], [0.8211, 2.0154, -2.4761], [-0.3184, 1.7451, -2.1648], [1.0321, 2.7278, -3.2944], [1.6832, 1.5376, -1.9712], [2.5301, -1.8881, 0.6499], [3.4191, -0.7358, 1.0088], [4.4753, -0.8364, 1.8169], [2.7256, -2.2150, -0.3817], [2.8612, -2.8152, 1.1346], [3.1682, 0.2351, 0.5698], [5.1080, 0.0259, 2.0336], [4.7034, -1.7683, 2.3404]]
}

***

(11)
{
  "formula": "C5H7O5Pt",
  "method": "wB97M-V/def2-TZVPD",
  "s_squared": 3.7559,
  "total_charge": 0,
  "e_homo_ha": [-0.2925, -0.3459],
  "spin_multiplicity": 4,
  "elements": ["O", "C", "O", "O", "C", "O", "C", "C", "O", "C", "Pt", "H", "H", "H", "H", "H", "H", "H"],
  "coordinates": [[-0.7454, -1.8375, 2.3984], [-0.2899, -2.6184, 3.1809], [-0.3299, -2.9419, 4.3309], [1.4451, -3.9606, 1.1593], [1.3737, -3.3765, 2.2367], [2.6670, -3.1636, 2.7319], [2.8942, -2.2533, 3.8102], [4.2739, -1.6530, 3.7511], [4.5246, -1.2255, 2.4275], [5.7196, -0.4803, 2.2922], [3.8117, -3.5804, 1.2691], [2.7666, -2.8204, 4.7403], [2.1521, -1.4487, 3.7512], [5.0321, -2.4004, 4.0426], [4.3191, -0.8052, 4.4554], [5.8766, -0.3178, 1.2199], [5.6239, 0.4739, 2.8346], [6.5877, -1.0308, 2.6882]]
}

***

(12)
{
  "formula": "C5H7P",
  "method": "wB97M-V/def2-TZVPD",
  "s_squared": 2.0208,
  "total_charge": 0,
  "e_homo_ha": [-0.1924, -0.3549],
  "de_lowest_kj_mol": 272.1,
  "spin_multiplicity": 3,
  "elements": ["C", "C", "C", "C", "C", "P", "H", "H", "H", "H", "H", "H", "H"],
  "coordinates": [[0.8939, 0.9461, -0.0561], [-0.4818, 1.4054, -0.2993], [1.5432, -0.1878, -0.2036], [2.2140, -1.2830, -0.3426], [-1.6743, 0.7783, -0.3107], [-1.8495, -1.0175, -0.1550], [1.5241, 1.7701, 0.2754], [-0.4943, 2.4834, -0.4326], [2.3136, -1.9981, 0.4584], [2.7248, -1.5320, -1.2576], [-2.5737, 1.3324, -0.5364], [-2.8298, -0.9856, 0.8391], [-0.8138, -1.1764, 0.7606]]
}

***

| no. | energy (eV) |
| --- | --- |
| 1 | -32548.8714 |
| 2 | -23762.7942 |
| 3 | -23763.6246 |
| 4 | -19670.0789 |
| 5 | -19670.4413 |
| 6 | -28457.2302 |
| 7 | -33839.7619 |
| 8 | -22774.3599 |
| 9 | -24323.0430 |
| 10 | -18177.5157 |
| 11 | -18775.2154 |
| 12 | -14580.8023 |